An isolated molecule of C5H10O at a distorted geometry, computed with wB97M-V/def2-TZVPD.

Element x y z (Å)
C 0.41142 1.55935 1.40012
O -0.37573 1.07392 0.37209
C -1.05773 -0.17949 0.56540
C -0.83394 -0.85154 -0.74239
C 0.40300 -1.58214 -1.10955
C 0.67538 -0.15318 -1.20675
H 0.99239 0.77294 1.91356
H 1.12023 2.28220 0.97083
H -0.24646 2.06509 2.10466
H -0.63054 -0.71727 1.42566
H -2.10808 0.05702 0.78013
H -1.67722 -0.84549 -1.44866
H 0.34826 -2.09090 -2.05464
H 0.91482 -2.10245 -0.30836
H 1.49265 0.25581 -0.57019
H 0.57154 0.45613 -2.09190

Force components x, y, z for each atom (eV/Å):
C -0.025 0.299 0.566
O -1.014 0.805 0.856
C 0.362 0.470 0.254
C 1.090 1.444 -0.481
C 0.361 -0.832 -0.369
C -0.350 -0.575 -0.746
H -0.172 0.099 -0.083
H -0.225 -0.130 0.119
H 0.341 0.229 0.586
H 0.028 0.088 -0.102
H 0.126 -0.365 -0.096
H 0.743 0.250 0.120
H -0.098 -0.703 -0.061
H 0.131 -0.188 -0.146
H -1.383 -0.290 0.041
H 0.085 -0.602 -0.459

Kohn-Sham gap: 9.20 eV
largest force on an atom: 1.872 eV/A
E_tot: -271.62104 a.u.
energy above the lowest of the compared OMol25 structures with the same formula, charge and spin: 82.6 kcal/mol
SMILES: COCC1CC1
charge: 0

Taken from the natural (NBO) analysis, the atomic charges in e are: C -0.25; O -0.56; C -0.10; C -0.27; C -0.44; C -0.34; H 0.16; H 0.19; H 0.17; H 0.17; H 0.20; H 0.22; H 0.22; H 0.21; H 0.21; H 0.22